# 1
14
Properties=species:S:1:pos:R:3:forces:R:3 method="wB97M-V/def2-TZVPD" orbital_gap_ev="9.08 / 7.30" total_charge=0 energy_ha=-303.688971 e_above_lowest_ev=5.5282
C 0.8468 1.0206 0.3529 -0.36 -3.20 -1.32
C -0.6411 0.7852 0.1310 -0.21 0.62 -1.76
C 1.4948 -0.1015 -0.3935 0.54 -0.38 -2.88
N -0.8204 -0.6034 0.3626 -2.45 -1.78 0.20
N -2.0899 -1.0438 -0.0790 2.59 0.21 2.10
O 2.2847 -1.0635 0.1325 -0.31 -0.59 1.63
H 1.1275 1.9482 0.0275 0.90 2.53 -0.87
H 1.2447 0.8494 1.3164 -0.43 0.25 1.72
H -1.1821 1.5582 0.6811 -0.82 -0.48 0.40
H -0.9860 0.8635 -0.9825 1.10 0.83 1.39
H 1.6578 -0.1756 -1.5002 -0.58 0.81 0.98
H -2.1688 -2.0301 -0.2060 0.24 -0.41 0.13
H -2.5908 -0.5213 -0.7347 -0.60 1.17 -1.24
H 1.8228 -1.4859 0.8918 0.40 0.42 -0.46

---

# 2
98
Properties=species:S:1:pos:R:3:forces:R:3 method="wB97M-V/def2-TZVPD" orbital_gap_ev=3.63 total_charge=-2 energy_ha=-4859.249577 e_above_lowest_ev=0.7285
Pd -9.4254 -20.9750 -0.0876 1.16 -0.94 -1.98
C -7.7912 -25.6847 -4.7571 -0.35 -0.20 -0.10
C -9.0156 -25.4913 -3.7599 1.26 -0.34 -0.40
C -9.9024 -26.6923 -4.0664 0.04 -1.28 -1.50
C -9.6085 -24.1511 -4.1654 -2.26 -0.25 0.66
C -10.7082 -24.0202 -5.0504 1.09 -0.23 -1.20
C -11.1485 -22.7544 -5.4333 0.53 -2.03 2.24
C -11.0194 -21.7441 -4.5262 0.63 0.69 -0.35
C -10.1248 -21.7810 -3.5008 2.22 -2.61 -0.17
P -9.9278 -20.5020 -2.2652 1.13 -0.98 2.30
C -8.5912 -19.4786 -2.9421 0.33 0.27 -2.02
C -8.6501 -18.1122 -2.6328 -0.45 0.64 0.38
C -7.9187 -17.1172 -3.3346 -0.89 0.09 1.41
C -6.9008 -17.6011 -4.1455 -0.27 0.52 0.01
C -6.6549 -18.9764 -4.2597 0.38 -0.05 -0.07
C -7.5425 -19.9523 -3.8282 -1.90 1.70 1.42
C -11.5540 -19.7446 -2.3004 -1.38 1.28 -0.29
C -12.5513 -20.3275 -1.4339 0.80 1.49 -1.05
C -13.7917 -19.6965 -1.2876 0.03 -2.24 0.33
C -14.1304 -18.5948 -2.0296 0.49 1.28 0.02
C -13.1910 -18.0137 -2.8890 1.07 -0.90 0.50
C -11.8900 -18.5541 -3.0188 -1.65 -1.03 0.33
C -9.3159 -23.0086 -3.4626 -0.17 1.72 2.41
O -8.3960 -23.0531 -2.3840 -0.22 -0.54 -1.62
C -8.2508 -24.2383 -1.6911 -0.50 -0.96 -0.81
C -7.8375 -24.0801 -0.3606 0.57 -1.36 -0.22
C -7.8772 -25.2663 0.4485 -0.24 1.46 0.06
C -8.1016 -26.5154 -0.0760 -0.15 -0.97 -1.24
C -8.3812 -26.6590 -1.4538 -0.45 0.03 -1.87
C -8.5710 -25.4967 -2.2694 0.62 0.52 0.58
P -7.5477 -22.3920 0.0870 -2.31 2.50 0.89
C -6.1254 -21.4772 -0.5905 -0.08 0.38 1.57
C -5.3274 -21.9363 -1.6276 0.81 0.19 -0.66
C -4.1686 -21.2215 -1.9193 0.28 2.04 0.81
C -3.8479 -19.9733 -1.2668 -0.32 -1.09 -1.23
C -4.7042 -19.5046 -0.2827 -1.36 -1.09 -0.15
C -5.8396 -20.2433 0.1503 1.79 -1.53 -3.21
C -7.1984 -22.2435 1.8627 0.56 0.26 -0.43
C -5.8807 -22.1111 2.3324 0.19 -0.87 3.08
C -5.6632 -22.1898 3.7386 0.11 0.12 -0.31
C -6.7498 -22.3805 4.5840 1.17 0.58 -0.20
C -8.0117 -22.2084 4.0914 -1.62 -1.01 1.13
C -8.2929 -22.0988 2.7357 -0.26 -0.97 -0.14
H -8.1336 -25.4854 -5.7840 -0.30 -0.30 0.21
H -7.4259 -26.7380 -4.7315 0.12 0.86 0.19
H -7.0091 -24.9285 -4.6570 0.15 -0.30 0.64
H -10.0813 -26.7703 -5.1927 0.07 0.22 1.42
H -10.8590 -26.8267 -3.5525 0.14 0.60 0.09
H -9.3190 -27.6113 -3.8370 -0.33 0.52 -0.12
H -11.1929 -24.8762 -5.5396 0.74 0.19 0.03
H -11.6668 -22.6472 -6.3059 -1.89 0.27 -1.92
H -11.6203 -20.8935 -4.6165 -0.74 1.38 -0.35
H -9.3662 -17.8743 -1.8227 0.41 0.29 -0.64
H -8.1352 -15.9873 -3.1218 0.55 -2.33 -0.61
H -6.3550 -16.8838 -4.7500 0.50 -0.20 0.25
H -5.6693 -19.2547 -4.6039 -0.08 -0.22 -0.84
H -7.5924 -20.9680 -4.1886 0.62 -0.21 0.24
H -12.3092 -21.1650 -0.8016 0.18 -0.12 -0.05
H -14.5016 -20.2423 -0.6208 0.47 0.97 -0.43
H -15.0274 -18.0439 -1.7913 -0.39 -0.13 -0.27
H -13.4067 -17.1179 -3.4331 -0.31 0.40 -0.23
H -11.2759 -18.1049 -3.7931 0.47 -0.14 0.41
H -7.9107 -25.1097 1.5183 0.65 -0.14 0.16
H -8.0452 -27.4409 0.5205 -0.10 0.74 -0.07
H -8.4751 -27.6577 -2.0206 0.10 1.49 1.51
H -5.5436 -22.8170 -2.2912 -0.08 0.77 1.15
H -3.5347 -21.5643 -2.6996 0.51 -0.25 -0.63
H -3.0403 -19.2668 -1.6122 -0.72 -1.25 0.28
H -4.5298 -18.5018 0.0115 -0.02 0.74 0.91
H -6.4740 -19.9333 0.9379 -0.69 0.47 0.48
H -4.9363 -22.0627 1.8162 -0.41 -0.01 -1.00
H -4.6690 -22.1038 4.2324 -0.57 -0.22 -0.88
H -6.5886 -22.6070 5.6296 -0.04 0.20 0.12
H -8.7795 -22.3743 4.8709 -0.10 0.53 -0.90
H -9.3550 -22.0887 2.3471 1.43 0.21 0.36
Cl -13.3384 -17.6330 4.6042 -1.47 0.47 0.95
C -12.1009 -18.1271 3.5951 4.19 0.62 -0.06
C -10.8152 -17.4388 3.6799 -3.00 -1.22 -0.47
Cl -10.5731 -16.0512 4.7042 -0.47 0.03 0.17
C -9.7581 -17.8366 2.8726 0.03 -1.31 -0.79
Cl -8.2026 -17.2999 3.2828 1.68 0.75 0.14
C -9.7788 -18.9012 1.9329 -2.11 -0.16 1.05
O -8.7513 -19.3824 1.3449 -0.69 0.87 0.52
C -11.1734 -19.5686 1.8347 2.18 -1.91 -0.69
O -11.2008 -20.5975 0.9960 -1.66 1.64 2.28
C -12.1602 -19.3135 2.8250 1.04 1.44 -1.45
Cl -13.6144 -20.2251 2.7936 -0.49 -0.48 -0.04
C -6.5067 -12.8723 1.3235 -1.87 0.36 0.78
C -5.7808 -12.4195 0.2525 1.42 -0.73 0.09
C -4.5008 -12.9546 0.0115 -2.09 -0.57 1.56
N -3.9617 -13.8960 0.7810 0.03 0.84 0.49
C -4.6170 -14.1798 1.9296 -0.22 0.08 -0.90
C -5.9033 -13.7320 2.2417 0.33 -0.18 -0.25
H -7.5930 -12.5583 1.4568 1.62 -0.38 -0.07
H -6.1092 -11.6971 -0.4438 -0.73 0.63 -0.54
H -4.0545 -12.6261 -0.8736 1.26 0.12 -1.19
H -4.0709 -14.8556 2.5553 -0.06 -0.36 0.46
H -6.4310 -14.0898 3.1327 0.27 0.13 -0.43

---

# 3
16
Properties=species:S:1:pos:R:3:forces:R:3 method="wB97M-V/def2-TZVPD" orbital_gap_ev=10.96 total_charge=0 energy_ha=-325.881415 e_above_lowest_ev=1.5276
C -1.4229 -1.3401 -0.7833 -0.02 -0.07 -0.04
C -0.8109 -0.0732 -0.2653 -0.01 -0.23 -0.46
O -1.2332 0.2529 1.0805 0.06 0.12 -0.05
C 0.6619 -0.0154 0.1907 0.05 -0.08 -0.07
C 1.7628 0.5338 -0.6943 0.02 0.06 0.02
C 0.0454 0.7092 1.3597 -0.15 0.11 0.27
N 0.3190 1.5072 2.2865 -0.12 -0.41 -0.29
H -1.0695 -1.5224 -1.8025 -0.07 -0.07 0.10
H -2.5125 -1.2412 -0.8043 0.13 -0.06 -0.04
H -1.1600 -2.1909 -0.1477 -0.02 0.09 -0.09
H -1.0591 0.7848 -0.9044 0.10 -0.15 -0.06
H -0.6181 1.6202 2.6852 0.26 0.59 0.64
H 0.9404 -1.0058 0.5725 -0.05 0.05 -0.11
H 2.6512 0.7802 -0.1055 -0.13 -0.02 -0.06
H 1.4544 1.4302 -1.2414 -0.01 -0.09 0.15
H 2.0511 -0.2294 -1.4264 -0.04 0.17 0.09

---

# 4
35
Properties=species:S:1:pos:R:3:forces:R:3 method="wB97M-V/def2-TZVPD" orbital_gap_ev=7.99 total_charge=0 energy_ha=-733.613593 smiles="CC1=CCc2c1cc(C)c1c2ccc2ccccc21"
C -4.3202 2.1119 0.3191 1.16 -0.10 -0.15
C -3.4748 0.8775 0.4860 -2.03 -0.20 -0.01
C -3.9722 -0.3648 0.6498 0.58 0.30 0.20
C -2.8707 -1.3961 0.6283 -0.07 0.26 0.09
C -1.6598 -0.5328 0.3991 -0.56 1.37 -0.41
C -2.0486 0.8190 0.3498 0.44 -2.64 0.56
C -1.0937 1.7731 0.2103 1.37 0.15 -0.61
C 0.2582 1.4586 -0.0410 -1.19 0.07 0.32
C 1.0898 2.6671 -0.3442 -0.25 0.28 -0.86
C 0.6932 0.0854 -0.0542 -1.04 0.73 0.22
C -0.3441 -0.8915 0.1468 -0.29 1.56 0.30
C -0.0781 -2.2384 0.1218 2.92 -2.60 -0.32
C 1.2111 -2.6803 -0.1047 -3.25 -0.63 0.49
C 2.2552 -1.8090 -0.3020 1.97 0.59 -0.35
C 3.5472 -2.3580 -0.5671 0.05 1.70 -0.02
C 4.6271 -1.4943 -0.6781 -0.43 -1.90 0.37
C 4.4802 -0.1367 -0.4678 -0.65 0.22 0.12
C 3.2202 0.4050 -0.2379 0.24 -0.35 -1.10
C 2.0471 -0.4039 -0.2190 0.83 0.08 0.09
H -5.3317 1.9375 0.6356 -0.53 -0.16 -0.21
H -3.9311 2.8831 0.9791 0.07 0.39 -0.13
H -4.2464 2.4423 -0.7382 -0.27 0.05 0.66
H -5.0180 -0.6003 0.7501 -0.14 -0.07 0.03
H -2.7836 -1.9899 1.5566 -0.13 0.20 -0.31
H -3.0573 -2.0827 -0.1983 0.13 -0.23 -0.04
H -1.4489 2.7821 0.2444 0.33 0.70 -0.18
H 1.7937 2.8560 0.4435 0.52 0.30 0.32
H 0.4588 3.5768 -0.5045 0.45 -0.84 0.31
H 1.6192 2.4963 -1.2872 0.19 0.18 0.16
H -0.8262 -2.9887 0.2936 -0.41 0.02 0.07
H 1.3924 -3.7332 -0.0862 0.20 -0.54 -0.13
H 3.7000 -3.4184 -0.7137 -0.24 -0.05 0.13
H 5.5861 -1.9677 -0.8482 0.19 0.36 -0.12
H 5.3853 0.4450 -0.5189 -0.12 0.54 0.03
H 3.1407 1.4702 -0.3030 -0.04 0.26 0.50

---

# 5
16
Properties=species:S:1:pos:R:3:forces:R:3 method="wB97M-V/def2-TZVPD" orbital_gap_ev=9.58 total_charge=0 energy_ha=-526.158544 e_above_lowest_ev=0.0000 smiles=N#Cc1cc[nH]c1C(C#N)C#N
N 0.8478 0.3209 -3.6680 -0.81 -0.20 2.00
C 0.5747 0.1522 -2.5442 1.33 0.80 -1.50
C 0.4547 -0.1757 -1.1652 -1.19 -2.04 2.17
C -0.5077 -1.2450 -0.7153 1.34 2.02 0.39
C -0.1340 -1.5108 0.5995 -1.31 -1.31 -0.79
N 0.9318 -0.7590 1.0005 -1.31 0.56 -2.24
C 1.2316 0.0484 -0.0188 2.43 2.94 -2.34
C 2.4835 1.4293 0.1805 -1.44 -5.51 -2.62
C 1.6297 2.5004 0.1140 -1.21 2.75 -1.06
N 0.9812 3.4206 -0.0779 -0.54 0.56 0.15
C 2.8168 1.1364 1.5169 2.33 -1.83 3.14
N 3.0469 0.6662 2.5622 -0.53 1.23 -1.97
H -1.4047 -1.4715 -1.3319 1.00 -0.39 0.89
H -0.5276 -2.2518 1.2780 -0.11 0.09 -0.04
H 1.5231 -0.8741 1.7709 0.62 -0.16 1.53
H 3.1384 1.2551 -0.7686 -0.60 0.49 2.28

---

# 6
68
Properties=species:S:1:pos:R:3:forces:R:3 method="wB97M-V/def2-TZVPD" spin_multiplicity=5 orbital_gap_ev="6.96 / 4.18" total_charge=+3 energy_ha=-2304.778100
Pd 0.1599 -0.1675 -0.2588 0.52 0.85 -0.42
P -2.1083 -0.7852 -0.1906 -1.63 -0.75 -0.60
C -2.5970 -0.8215 -1.9723 -0.72 1.52 -0.47
C -2.4207 0.5524 -2.5364 0.88 -2.15 1.19
N -1.2969 1.1580 -2.1304 0.72 0.92 0.13
C -1.0254 2.4134 -2.4770 1.06 -1.10 0.85
C -1.8899 3.1393 -3.3185 -1.07 0.45 -0.84
C -3.0610 2.5261 -3.7714 -0.05 -0.02 -0.27
C -3.3185 1.2055 -3.3921 -1.00 1.17 -0.70
C 0.2861 2.9881 -1.9772 -0.92 -0.53 0.09
P 1.3046 1.5946 -1.3215 1.07 0.94 -0.97
H -4.2383 0.6989 -3.6640 0.08 0.07 -0.21
H -1.6057 4.1513 -3.6119 -0.24 -0.22 0.01
H -3.7481 3.0626 -4.4369 0.27 -0.24 0.34
H 0.8102 3.5105 -2.8002 -0.12 -0.14 0.46
H 0.0904 3.7047 -1.1614 -0.01 -0.03 -0.28
H -1.8371 -1.5636 -2.4643 -0.11 0.29 0.09
H -3.6145 -1.2059 -2.0979 0.11 0.00 -0.14
H 0.3609 -2.2399 -2.8548 -2.05 -0.89 -0.45
O -0.6642 -2.4967 -2.9555 1.71 0.19 0.14
H -0.7386 -3.3843 -3.3459 0.06 0.38 0.09
H 1.5968 -1.3424 -1.6339 0.90 -1.37 -1.63
O 1.7700 -1.7890 -2.5292 0.33 0.29 1.54
H 2.4642 -2.4838 -2.4257 -0.67 0.67 0.16
C 2.1007 1.0121 -2.8490 -0.12 -0.39 0.02
H 2.4443 1.8445 -3.4699 0.01 0.06 0.25
H 2.9478 0.3675 -2.5892 -0.15 0.20 -0.18
H 1.3830 0.4155 -3.4214 0.22 0.11 0.00
C 2.6023 2.4253 -0.3827 -0.09 0.02 0.46
H 3.2848 1.6800 0.0370 -0.04 0.16 -0.06
H 3.1668 3.1253 -1.0096 -0.13 -0.18 -0.08
H 2.1464 2.9916 0.4361 0.12 -0.10 -0.02
C -3.2836 0.3352 0.6377 0.26 0.12 -0.05
H -4.3144 -0.0341 0.5303 0.32 0.00 -0.01
H -3.0254 0.3777 1.7034 -0.14 0.03 -0.20
H -3.2048 1.3395 0.2043 -0.03 -0.14 0.22
C -2.5893 -2.4508 0.3539 0.25 -0.11 -0.01
H -2.3042 -2.5906 1.4034 -0.13 -0.09 -0.23
H -3.6781 -2.5740 0.2587 0.27 0.12 0.02
H -2.0834 -3.1972 -0.2727 -0.11 0.15 0.23
C 2.0780 1.2725 3.3209 -0.05 -0.13 -0.35
Si 0.3019 0.7543 2.9641 0.15 0.21 1.64
C -0.4731 0.2108 4.6029 -0.01 -0.07 -0.35
C -0.6321 2.2751 2.3626 -0.16 -0.10 -0.37
C 0.1404 -0.7165 1.7643 -0.65 0.18 1.85
Si 1.5450 -1.9504 1.4913 0.57 -1.11 -0.54
C 1.8926 -2.8680 3.0968 -0.41 0.20 0.74
C 0.8772 -3.2723 0.3156 0.11 0.09 -0.23
C 3.1563 -1.1811 0.9307 -0.09 0.14 -0.10
H 2.0579 2.0015 4.1478 -0.04 -0.23 -0.27
H 2.5497 1.7629 2.4572 0.03 -0.13 0.27
H 2.7059 0.4282 3.6410 -0.13 0.27 -0.06
H -0.4000 1.0171 5.3475 0.03 -0.17 -0.23
H -1.5397 -0.0254 4.4825 0.19 0.00 0.08
H 0.0292 -0.6746 5.0176 -0.13 0.21 -0.08
H -0.2513 2.6283 1.3931 -0.13 0.07 0.13
H -1.7109 2.0814 2.2697 0.32 0.20 0.05
H -0.4865 3.0819 3.1011 -0.04 -0.32 -0.23
H -0.7964 -1.2649 2.0238 0.65 0.39 0.04
H 1.0322 -3.4795 3.3991 0.16 0.19 -0.08
H 2.7449 -3.5432 2.9363 -0.10 0.20 -0.24
H 2.1416 -2.1914 3.9229 -0.01 -0.14 -0.15
H 0.2383 -2.9177 -0.5137 0.26 -0.19 0.25
H 1.7164 -3.8320 -0.1262 -0.32 -0.04 0.16
H 0.2711 -3.9619 0.9243 0.20 0.08 -0.27
H 3.1179 -0.6396 -0.0256 0.09 -0.10 0.07
H 3.5406 -0.4878 1.6898 -0.04 -0.15 -0.18
H 3.8811 -2.0006 0.8201 -0.09 0.21 -0.02

---

What did the fifth record say?
16
Properties=species:S:1:pos:R:3:forces:R:3 method="wB97M-V/def2-TZVPD" orbital_gap_ev=9.58 total_charge=0 energy_ha=-526.158544 e_above_lowest_ev=0.0000 smiles=N#Cc1cc[nH]c1C(C#N)C#N
N 0.8478 0.3209 -3.6680 -0.81 -0.20 2.00
C 0.5747 0.1522 -2.5442 1.33 0.80 -1.50
C 0.4547 -0.1757 -1.1652 -1.19 -2.04 2.17
C -0.5077 -1.2450 -0.7153 1.34 2.02 0.39
C -0.1340 -1.5108 0.5995 -1.31 -1.31 -0.79
N 0.9318 -0.7590 1.0005 -1.31 0.56 -2.24
C 1.2316 0.0484 -0.0188 2.43 2.94 -2.34
C 2.4835 1.4293 0.1805 -1.44 -5.51 -2.62
C 1.6297 2.5004 0.1140 -1.21 2.75 -1.06
N 0.9812 3.4206 -0.0779 -0.54 0.56 0.15
C 2.8168 1.1364 1.5169 2.33 -1.83 3.14
N 3.0469 0.6662 2.5622 -0.53 1.23 -1.97
H -1.4047 -1.4715 -1.3319 1.00 -0.39 0.89
H -0.5276 -2.2518 1.2780 -0.11 0.09 -0.04
H 1.5231 -0.8741 1.7709 0.62 -0.16 1.53
H 3.1384 1.2551 -0.7686 -0.60 0.49 2.28

---

Please write out number 1 again, unchanged.
14
Properties=species:S:1:pos:R:3:forces:R:3 method="wB97M-V/def2-TZVPD" orbital_gap_ev="9.08 / 7.30" total_charge=0 energy_ha=-303.688971 e_above_lowest_ev=5.5282
C 0.8468 1.0206 0.3529 -0.36 -3.20 -1.32
C -0.6411 0.7852 0.1310 -0.21 0.62 -1.76
C 1.4948 -0.1015 -0.3935 0.54 -0.38 -2.88
N -0.8204 -0.6034 0.3626 -2.45 -1.78 0.20
N -2.0899 -1.0438 -0.0790 2.59 0.21 2.10
O 2.2847 -1.0635 0.1325 -0.31 -0.59 1.63
H 1.1275 1.9482 0.0275 0.90 2.53 -0.87
H 1.2447 0.8494 1.3164 -0.43 0.25 1.72
H -1.1821 1.5582 0.6811 -0.82 -0.48 0.40
H -0.9860 0.8635 -0.9825 1.10 0.83 1.39
H 1.6578 -0.1756 -1.5002 -0.58 0.81 0.98
H -2.1688 -2.0301 -0.2060 0.24 -0.41 0.13
H -2.5908 -0.5213 -0.7347 -0.60 1.17 -1.24
H 1.8228 -1.4859 0.8918 0.40 0.42 -0.46